Molecular formula: C9H26AgBrNO5
Method: DFT, the ωB97M-V functional and the def2-TZVPD basis

Values from the calculation:
HOMO (alpha / beta): -11.733 / -12.263 eV
multiplicity: 3
electronic energy: -3510.0976 hartree
Kohn-Sham gap (alpha / beta): 0.3207 / 0.2084 hartree
charge: +1
<S²>: 2.008

Last column: natural (NBO) charge in e.
Cartesian coordinates (Å):
Ag (0.7511, 0.2477, -2.3904)  0.91
C (0.5721, -2.4958, 0.5701)  -0.60
C (-0.3517, -1.3654, 1.1721)  0.08
C (0.4357, -0.8897, 2.3891)  -0.41
C (-0.3908, 0.1672, 3.1744)  -0.39
C (-0.7373, 1.2880, 2.2346)  -0.43
C (-1.2420, 1.0316, 0.8380)  0.08
N (-0.6178, -0.2204, 0.2309)  0.02
O (-1.0863, -0.5501, -1.0462)  -0.46
C (-0.7217, 2.1992, 0.0482)  -0.61
C (-2.7749, 0.9499, 0.8950)  -0.63
C (-1.6339, -1.9795, 1.6708)  -0.65
H (0.9730, -3.1252, 1.3646)  0.23
H (1.3491, -1.9922, -0.0050)  0.21
H (-0.0110, -3.0838, -0.1387)  0.23
H (1.3982, -0.4244, 2.1767)  0.19
H (0.5626, -1.6780, 3.1311)  0.23
H (0.1548, 0.5309, 4.0451)  0.22
H (-1.2123, -0.4158, 3.5908)  0.20
H (0.1150, 1.9661, 2.2783)  0.22
H (-1.5631, 1.7409, 2.7832)  0.23
H (-0.9148, 2.1885, -1.0245)  0.22
H (0.3654, 2.2211, 0.1246)  0.21
H (-1.1931, 3.1159, 0.4023)  0.23
H (-3.1486, 1.9689, 0.7944)  0.23
H (-3.1216, 0.5948, 1.8655)  0.21
H (-3.3311, 0.4188, 0.1226)  0.24
H (-1.5285, -2.7859, 2.3965)  0.23
H (-2.2973, -2.4022, 0.9163)  0.24
H (-2.3545, -1.2946, 2.1178)  0.22
Br (-1.0246, 1.1868, -4.3891)  0.03
O (0.7380, -1.7676, -3.3309)  -0.96
H (1.5894, -1.9666, -3.7205)  0.47
H (0.1217, -2.3285, -3.8017)  0.50
O (2.4096, -0.0067, -0.8904)  -0.97
H (3.3219, -0.1083, -1.1619)  0.49
H (2.4245, -0.1436, 0.0568)  0.50
O (1.6009, 2.5306, -2.2628)  -0.96
H (1.3628, 3.3524, -2.6920)  0.49
H (2.5270, 2.6340, -2.0437)  0.49
O (2.5923, 0.2919, -3.8587)  -0.96
H (2.8730, -0.5479, -4.2222)  0.48
H (3.0187, 0.9471, -4.4111)  0.50

Cartesian forces (eV/Å) of the 3 atoms listed first:
-1.50 0.89 0.38
-1.28 1.24 -0.88
1.36 -1.41 0.11

---

Molecular formula: C7H16Cl2
Method: DFT, the ωB97M-V functional and the def2-TZVPD basis

Values from the calculation:
HOMO: -10.821 eV
energy relative to the best compared isomer or geometry (same formula, charge and spin): 0.0000 eV
multiplicity: 1
SMILES string: CCCCCC.ClCCl
electronic energy: -1196.6593 hartree
Kohn-Sham gap: 0.4236 hartree

Last column: natural (NBO) charge in e.
Cartesian coordinates (Å):
C (4.4390, 5.0836, 5.0935)  -0.61
C (3.6424, 6.3194, 4.9447)  -0.40
C (4.1131, 7.4203, 5.9029)  -0.39
C (3.5224, 7.4223, 7.3205)  -0.40
C (3.8237, 8.7570, 8.0455)  -0.39
C (3.9141, 8.6839, 9.5674)  -0.61
H (3.8492, 4.3058, 4.5584)  0.21
H (4.3967, 4.8064, 6.1822)  0.20
H (5.4581, 5.1951, 4.6703)  0.21
H (3.7180, 6.7295, 3.9365)  0.20
H (2.5440, 6.1625, 5.1307)  0.19
H (3.7775, 8.4471, 5.6028)  0.20
H (5.1972, 7.3647, 5.9199)  0.20
H (2.4466, 7.2919, 7.4185)  0.20
H (4.0433, 6.6498, 7.9098)  0.18
H (4.8123, 9.1048, 7.6824)  0.19
H (3.1546, 9.4976, 7.6846)  0.19
H (4.9324, 8.2700, 9.7546)  0.21
H (3.9429, 9.7171, 9.9567)  0.21
H (3.0650, 8.0662, 9.9682)  0.20
Cl (4.2145, 6.2028, 12.2002)  -0.02
C (3.8336, 4.7953, 11.1840)  -0.38
Cl (3.7749, 3.3442, 12.2760)  -0.06
H (2.8193, 4.9128, 10.8580)  0.22
H (4.5696, 4.5869, 10.3545)  0.23

Cartesian forces (eV/Å) of the 3 atoms listed first:
-0.74 -1.52 0.39
-1.45 2.07 0.27
-1.59 1.20 0.08

---

Molecular formula: C3H8O2Rh
Method: DFT, the ωB97M-V functional and the def2-TZVPD basis

Values from the calculation:
HOMO (alpha / beta): -5.770 / -9.687 eV
energy relative to the best compared isomer or geometry (same formula, charge and spin): 1.4843 eV
multiplicity: 6
electronic energy: -379.7870 hartree
Kohn-Sham gap (alpha / beta): 0.2394 / 0.3072 hartree
<S²>: 8.771

Last column: natural (NBO) charge in e.
Cartesian coordinates (Å):
C (0.0480, -0.8797, -1.4147)  -0.80
C (-0.3117, 0.3990, -0.7024)  -0.08
O (0.5084, 0.5569, 0.4672)  -0.59
C (-0.0625, 1.3892, 1.4569)  -0.26
Rh (1.4404, -1.2820, 0.9208)  0.62
H (-0.4879, -1.9714, -0.6951)  0.30
H (-0.0511, -0.6278, -2.4836)  0.25
H (-1.3708, 0.4217, -0.3953)  0.20
H (-0.1369, 1.2860, -1.3343)  0.19
H (0.6278, 1.3941, 2.3100)  0.22
H (-0.2058, 2.4011, 1.0492)  0.19
H (-1.0389, 1.0101, 1.7982)  0.18
O (0.1382, -2.5742, 0.6898)  -0.68
H (0.9028, -1.5230, -1.6667)  0.28

Cartesian forces (eV/Å) of the 3 atoms listed first:
-2.04 -3.28 -0.14
1.02 0.43 0.18
-0.93 0.75 -0.08

---

Molecular formula: C13H9N4O3S5Ti
Method: DFT, the ωB97M-V functional and the def2-TZVPD basis

Values from the calculation:
HOMO: -11.108 eV
energy relative to the best compared isomer or geometry (same formula, charge and spin): 1.0185 eV
multiplicity: 1
electronic energy: -3785.7974 hartree
Kohn-Sham gap: 0.2329 hartree
charge: +1

Last column: natural (NBO) charge in e.
Cartesian coordinates (Å):
Ti (0.9690, -0.3050, 1.5451)  1.11
N (-2.0673, 2.6008, -5.2410)  -0.75
C (-1.4300, 1.9530, -4.2431)  0.25
C (-1.0568, 0.6033, -4.3933)  -0.28
C (-0.4144, -0.0547, -3.3785)  -0.11
C (-0.1217, 0.6365, -2.1919)  -0.45
C (-0.4817, 1.9842, -2.0240)  -0.13
C (-1.1193, 2.6321, -3.0451)  -0.26
S (0.5219, -0.2525, -0.9348)  2.27
O (1.3866, 0.6751, -0.0653)  -0.86
O (1.1952, -1.4311, -1.3868)  -0.87
N (-0.5747, -0.5661, 0.2166)  -0.90
C (-0.8529, -1.8724, 0.7257)  0.59
N (-0.0525, -2.0908, 1.7640)  -0.53
C (-0.2395, -3.1833, 2.5151)  0.14
C (-1.2348, -4.0593, 2.1552)  -0.29
C (-1.9769, -3.7618, 1.0158)  0.15
N (-1.8030, -2.6507, 0.2831)  -0.40
H (-2.3415, 2.1198, -6.0785)  0.41
H (-2.3840, 3.5462, -5.1241)  0.41
H (-1.2741, 0.0878, -5.3199)  0.23
H (-0.1231, -1.0891, -3.4974)  0.25
H (-0.2480, 2.5149, -1.1116)  0.24
H (-1.3861, 3.6759, -2.9396)  0.23
H (0.4180, -3.3224, 3.3622)  0.24
H (-1.4246, -4.9539, 2.7285)  0.26
H (-2.7511, -4.4406, 0.6800)  0.23
O (4.1029, 3.1713, 5.9668)  -0.50
C (3.4893, 2.4350, 5.2616)  0.22
S (1.7341, 2.6136, 4.9438)  0.39
C (1.6435, 1.2442, 3.8809)  -0.41
C (2.7584, 0.5381, 3.6313)  -0.40
S (2.8460, -0.9558, 2.6976)  0.04
S (4.2398, 1.0888, 4.3578)  0.40
S (0.0534, 0.8687, 3.2440)  0.09

Cartesian forces (eV/Å) of the 3 atoms listed first:
0.43 1.38 2.24
0.00 -0.03 0.03
-0.07 0.11 -0.11